DFT (wB97M-V/def2-TZVPD) results for C40H61N5OSiTi as an isolated structure in a non-equilibrium geometry.

## Properties
Kohn-Sham gap, hartree: 0.291
ΔE to the lowest compared entry with this formula, charge and spin, eV: 0.625
Electronic energy, eV: -82954.9429
Net charge: +2

XYZ file:
```
109
Properties=species:S:1:pos:R:3:forces:R:3
Ti -0.62387 -0.92294 0.30379 -0.7 -1.2 0.7
N -2.50252 0.21317 0.27734 0.0 0.0 -0.1
C -3.86335 -0.34162 0.09972 -0.2 -0.2 -0.2
C -3.85221 -1.40775 -0.98490 0.1 0.1 0.1
N -2.89756 -2.46203 -0.64534 -0.1 0.0 -0.1
C -2.39685 -3.19602 -1.81008 0.2 0.1 0.0
C -1.09098 -2.58637 -2.27223 -0.2 -0.1 -0.1
N -0.16172 -2.51239 -1.11351 -0.2 -0.2 -0.2
C -3.40824 -3.35687 0.39971 0.2 0.0 0.2
C -2.34016 -3.57096 1.46045 -0.2 0.0 -0.2
N -1.77856 -2.25700 1.83226 -0.2 -0.3 0.0
H -2.52716 0.93374 0.99398 0.1 0.1 0.0
H -2.25752 0.68087 -0.59121 -0.1 0.3 0.0
H -4.56373 0.44634 -0.18371 0.0 0.1 0.1
H -4.21014 -0.74613 1.05115 0.0 0.0 0.0
H -3.54742 -0.95338 -1.93099 0.0 0.0 0.0
H -4.86800 -1.80115 -1.10618 0.0 0.0 -0.1
H -3.11648 -3.21692 -2.63384 0.0 0.0 0.0
H -2.21156 -4.23217 -1.51730 0.0 0.0 0.0
H -1.23937 -1.57576 -2.65702 0.0 0.0 0.0
H -0.67024 -3.19411 -3.07609 0.1 0.1 0.0
H 0.73899 -2.22736 -1.48731 0.0 -0.2 0.2
H -0.03718 -3.44406 -0.72496 0.1 0.0 0.1
H -3.72786 -4.31871 -0.00736 -0.1 0.0 0.0
H -4.28537 -2.90905 0.87069 0.0 0.0 0.0
H -1.52794 -4.19874 1.08542 0.0 0.0 0.0
H -2.77875 -4.08093 2.32040 0.1 0.0 0.0
H -1.14230 -2.41023 2.60926 0.1 0.1 0.0
H -2.53375 -1.69555 2.22067 0.0 0.1 0.0
C 2.82300 -4.23347 0.01659 0.0 0.0 0.0
C 2.15532 -3.55404 1.18140 0.0 -0.3 0.0
C 1.99588 -4.21970 2.38632 0.0 0.1 -0.2
C 1.43157 -3.58975 3.50083 -0.1 0.1 0.0
C 1.41281 -4.28808 4.82746 0.1 0.0 0.0
C 0.90757 -2.31048 3.36282 -0.1 -0.1 0.1
C 0.99789 -1.62818 2.14230 0.3 -0.3 -0.2
C 1.68456 -2.24235 1.08357 -0.1 0.4 0.2
N 0.30266 -0.43864 1.82980 0.4 0.5 0.3
C 0.69246 0.86539 2.43450 0.1 0.4 0.0
C -0.44147 1.87419 2.21538 0.1 -0.1 0.1
C -0.04326 3.25503 2.74888 0.0 0.1 0.0
C 1.20720 3.75188 2.01793 0.0 -0.1 0.0
C 2.34864 2.75954 2.25344 0.1 0.1 0.0
C 2.64422 2.63160 3.74930 -0.1 -0.1 0.0
C 1.38281 2.15180 4.47119 0.0 0.1 0.1
C 0.25036 3.15631 4.24684 0.0 0.0 0.0
C 0.97498 0.77176 3.93845 0.0 0.0 -0.1
C 1.93989 1.38986 1.70797 0.0 -0.1 0.1
H 3.79552 -4.63037 0.30644 0.0 0.0 0.0
H 2.97219 -3.55463 -0.82355 0.0 0.0 0.0
H 2.22798 -5.08510 -0.32187 0.0 0.0 0.0
H 2.35589 -5.23834 2.47713 0.0 0.0 0.0
H 1.17485 -5.34565 4.71872 0.0 0.0 0.0
H 0.70714 -3.83679 5.52236 0.0 0.0 0.0
H 2.40605 -4.22835 5.27789 0.0 0.0 0.0
H 0.43053 -1.84390 4.21642 0.0 0.0 0.0
H 1.96130 -1.61513 0.23897 -0.1 -0.1 -0.1
H -1.34170 1.52553 2.74041 0.0 0.0 -0.1
H -0.62705 1.94822 1.13939 -0.1 0.0 0.1
H -0.86783 3.95188 2.57637 0.0 0.0 0.0
H 1.48036 4.73826 2.39918 0.0 0.0 0.0
H 1.00988 3.85632 0.94640 0.1 0.0 0.1
H 3.24639 3.10101 1.73155 0.0 0.0 0.0
H 2.96344 3.59302 4.15642 0.0 0.0 0.0
H 3.46101 1.92116 3.90701 0.0 0.0 0.0
H 1.58458 2.06391 5.54072 0.0 0.0 0.0
H 0.54701 4.13617 4.62634 0.0 0.0 0.0
H -0.64563 2.85369 4.79733 0.0 0.0 0.0
H 0.07436 0.42970 4.46076 0.0 -0.1 0.0
H 1.78167 0.06031 4.12834 0.0 0.0 0.0
H 2.76026 0.67471 1.83051 0.0 0.0 -0.1
H 1.69191 1.46872 0.64899 0.1 0.0 -0.2
C 3.17796 0.68780 -1.86358 -0.2 0.1 0.0
C 2.07332 0.53787 -2.91816 -0.2 0.1 0.1
C 2.51620 1.34521 -4.15478 -0.1 0.0 0.0
C 1.98698 -0.94711 -3.31028 -0.1 0.1 0.0
Si 0.36058 1.13182 -2.27021 0.3 0.5 -1.0
O -0.06879 0.15538 -0.97132 0.0 0.4 0.1
C -1.03140 0.86111 -3.53726 0.3 0.0 0.1
C -0.82719 0.45875 -4.85960 0.0 -0.1 0.0
C -1.87374 0.38229 -5.76896 0.0 0.0 0.0
C -3.16362 0.69974 -5.37416 0.0 0.0 0.0
C -3.40016 1.08652 -4.06212 -0.1 0.0 0.0
C -2.34577 1.17101 -3.16737 0.1 0.0 0.0
C 0.23973 2.94786 -1.75305 0.1 -0.4 0.1
C 1.08555 3.92669 -2.27962 0.1 -0.1 0.0
C 0.91783 5.27132 -1.98086 0.0 0.1 0.0
C -0.11095 5.67987 -1.14658 0.0 -0.1 0.0
C -0.97172 4.72930 -0.61688 -0.1 0.0 0.0
C -0.79319 3.39009 -0.92027 -0.1 0.0 -0.1
H 4.14813 0.46149 -2.31376 0.0 -0.1 0.0
H 3.03213 0.00685 -1.02365 0.0 0.0 0.1
H 3.22748 1.70856 -1.47782 0.0 0.0 0.1
H 2.85469 2.33986 -3.87305 0.0 0.0 -0.1
H 1.73469 1.45535 -4.90532 0.1 0.1 0.0
H 3.36615 0.84680 -4.62731 0.0 0.0 0.0
H 2.90167 -1.25152 -3.82347 0.0 0.0 0.0
H 1.14808 -1.15580 -3.97662 0.1 -0.1 0.0
H 1.90091 -1.58088 -2.42112 0.2 0.1 -0.1
H 0.16564 0.20569 -5.20491 0.0 0.0 0.0
H -1.67306 0.09857 -6.79375 0.0 0.0 0.0
H -3.97823 0.66076 -6.08481 0.0 0.0 0.0
H -4.40293 1.35682 -3.75452 0.0 0.0 0.0
H -2.54954 1.53892 -2.16474 -0.1 0.2 -0.1
H 1.89175 3.64808 -2.94221 0.0 0.1 0.0
H 1.59222 5.99904 -2.41257 0.0 0.0 0.0
H -0.24948 6.72798 -0.91859 0.0 0.0 0.0
H -1.78621 5.03593 0.02750 0.0 0.0 0.0
H -1.49112 2.67904 -0.49423 -0.1 0.0 0.0
```
Forces are in eV/Å.

Here are the Löwdin charges for atoms 1 to 4, given in e:
1. Ti 1.08
2. N -0.01
3. C -0.17
4. C -0.16

DFT (wB97M-V/def2-TZVPD) results for C40H61NO4PReSi as an isolated structure in a non-equilibrium geometry.

## Properties
Kohn-Sham gap (alpha / beta), hartree: 0.257 / 0.239
Spin multiplicity: 4
ΔE to the lowest compared entry with this formula, charge and spin, eV: 2.213
Electronic energy, eV: -71421.2849
Net charge: +3

XYZ file:
```
109
Properties=species:S:1:pos:R:3:forces:R:3
Re -0.39848 -0.42769 1.24431 0.0 -0.5 -1.0
O -3.07700 3.83352 -1.32012 -0.1 0.1 -0.1
C -2.33883 3.11030 -0.55954 -0.1 0.1 0.4
O -1.67275 2.10895 -0.89707 0.0 0.0 -0.1
C -2.26994 3.44989 0.88915 -0.1 -0.1 -0.3
C -2.64968 4.68149 1.39675 0.0 0.1 0.0
C -2.57936 4.85525 2.77374 0.0 0.0 0.0
C -2.17895 3.78636 3.55903 0.0 0.1 0.1
C -1.85191 2.58284 2.93783 0.1 -0.2 0.2
N -1.87037 2.42002 1.62933 0.1 -0.1 -0.1
C -1.46947 1.33228 3.68093 0.1 -0.1 -0.1
O -1.59276 1.24226 4.97103 -0.1 0.1 0.1
O -1.03610 0.34065 3.09378 -0.2 0.3 0.2
H -3.04504 3.59152 -2.26516 0.0 0.0 0.0
H -2.98489 5.47709 0.74273 0.0 0.0 0.0
H -2.84249 5.80318 3.22539 0.0 0.0 0.0
H -2.12090 3.91423 4.63381 0.0 0.0 0.0
H -2.01220 2.00646 5.39544 0.0 0.0 0.0
C -4.89068 -0.31372 -1.94036 0.0 -0.1 0.0
C -4.08806 0.19993 -0.73011 0.0 0.1 0.0
C -4.62832 -0.38118 0.57209 0.0 -0.1 0.0
C -2.61923 -0.05127 -0.98367 0.1 0.4 0.3
C -1.95225 0.96172 -1.87441 0.0 -0.1 -0.1
C 0.45547 0.52940 -1.37424 0.0 -0.1 0.1
C 1.82130 1.24203 -1.57705 0.0 0.0 0.0
C 1.67272 2.71891 -1.20040 0.0 0.1 -0.1
C 2.49023 1.13676 -2.94074 0.0 0.0 0.0
C 0.53960 -0.87730 -0.70675 0.1 0.2 0.1
C -0.62090 -1.68821 -0.54346 -0.4 0.0 0.1
C -2.00353 -1.16303 -0.52390 0.2 -0.2 0.1
C -0.56527 -3.22009 -0.61868 0.0 0.1 0.0
C -1.65853 -3.96411 0.15291 0.0 0.0 0.0
C -0.66695 -3.58356 -2.10619 0.0 0.0 -0.1
C 1.87860 -1.56827 -0.64297 -0.1 0.0 -0.2
C 2.46263 -2.04912 -1.81172 0.0 0.0 0.0
C 3.70715 -2.65795 -1.78968 0.0 0.0 0.0
C 4.40240 -2.78393 -0.59224 0.0 0.0 0.0
C 3.83304 -2.32024 0.57983 0.0 0.0 0.0
C 2.56415 -1.72867 0.56436 0.2 0.0 0.1
P 1.80998 -1.05732 2.06046 0.1 0.2 0.3
C 1.58766 -2.39797 3.34669 0.0 0.0 0.0
C 1.21048 -1.77456 4.69692 0.0 -0.1 0.1
C 0.42073 -3.26370 2.86963 -0.1 0.0 0.0
C 2.81150 -3.30725 3.51044 0.0 0.0 0.1
C 2.85806 0.37008 2.68504 0.0 0.0 0.1
C 2.01272 1.29248 3.57605 0.0 0.0 0.1
C 4.08490 -0.12131 3.46366 0.1 0.0 0.0
C 3.32967 1.18800 1.48444 0.0 0.0 0.0
H -5.95171 -0.10631 -1.80133 0.0 0.0 0.0
H -4.76494 -1.39411 -2.03959 0.0 0.0 0.0
H -4.58070 0.15026 -2.87880 0.0 0.0 0.0
H -4.23307 1.28957 -0.69491 0.0 0.0 0.0
H -4.71932 -1.46846 0.52153 0.0 0.0 0.0
H -5.62743 0.00804 0.76498 0.0 0.0 0.0
H -3.99050 -0.12994 1.42522 0.0 0.0 0.0
H -2.67654 1.35475 -2.58575 -0.1 -0.1 -0.1
H 2.49973 0.77982 -0.86353 0.0 0.0 0.0
H 0.94086 3.21188 -1.84881 0.1 0.0 0.0
H 2.61696 3.25391 -1.31344 0.0 0.0 0.0
H 1.34102 2.84650 -0.16339 0.0 0.0 -0.1
H 2.00022 1.77505 -3.67407 0.0 0.0 0.0
H 2.52894 0.12383 -3.33676 0.0 0.0 0.0
H 3.51784 1.49467 -2.86122 0.0 0.0 0.0
H -2.67041 -1.83851 0.00450 0.0 0.0 0.0
H 0.41042 -3.54151 -0.25945 0.1 0.0 0.0
H -2.61094 -3.95113 -0.38290 0.0 0.0 0.0
H -1.82945 -3.57332 1.15678 0.0 0.0 0.1
H -1.37838 -5.01298 0.25502 0.0 0.0 0.0
H -1.61530 -3.22991 -2.52276 0.0 0.0 0.0
H -0.64128 -4.66736 -2.22668 0.0 0.0 0.0
H 0.14845 -3.16372 -2.69600 0.0 0.0 0.0
H 1.93743 -1.95024 -2.75442 0.0 0.0 0.0
H 4.14096 -3.02941 -2.70981 0.0 0.0 0.0
H 5.38272 -3.24132 -0.57334 0.0 0.0 0.0
H 4.38639 -2.41396 1.50303 0.0 0.0 0.0
H 0.35672 -1.09921 4.62747 0.0 0.0 0.0
H 2.03923 -1.24804 5.16701 0.0 0.0 0.0
H 0.92488 -2.58767 5.36815 0.0 0.0 0.0
H -0.51701 -2.69822 2.81586 -0.1 0.0 0.0
H 0.25524 -4.06416 3.59458 0.0 0.0 0.0
H 0.61430 -3.72425 1.90116 0.0 0.0 0.0
H 3.70983 -2.77531 3.81678 0.0 0.0 0.0
H 3.01909 -3.87991 2.60909 0.0 0.0 0.0
H 2.57802 -4.02766 4.29887 0.0 0.0 0.0
H 1.58483 0.78256 4.43977 0.0 0.1 -0.1
H 1.21133 1.76510 2.99920 0.0 0.0 0.0
H 2.65833 2.09157 3.94842 0.0 0.0 0.0
H 3.83377 -0.65134 4.37893 0.0 0.0 0.0
H 4.67083 0.75679 3.74641 0.0 0.0 0.0
H 4.73485 -0.75166 2.85635 0.0 0.0 0.0
H 2.48809 1.60505 0.93095 0.0 0.0 0.1
H 3.95438 0.61405 0.79894 0.0 0.0 0.1
H 3.92149 2.02697 1.85893 0.0 0.0 0.0
C -0.38272 3.16426 -4.34236 0.0 0.3 0.0
Si -0.58266 1.32076 -4.31006 0.0 0.0 -0.1
C 0.55829 0.38919 -5.42664 0.2 -0.2 -0.1
C -2.30828 0.92402 -4.92379 -0.2 0.0 0.0
C -0.62440 0.58329 -2.51264 0.0 -0.2 0.4
H -0.46738 3.51194 -5.37669 0.0 0.0 0.1
H 0.57433 3.51862 -3.96071 0.0 0.1 0.0
H -1.18124 3.67182 -3.78491 0.1 0.0 0.0
H 0.14625 0.43538 -6.43866 0.0 0.0 0.0
H 0.59695 -0.66912 -5.14859 0.0 0.0 0.0
H 1.57421 0.77260 -5.47147 0.0 -0.1 0.0
H -2.28680 0.88291 -6.01602 0.0 0.0 0.1
H -3.07081 1.67055 -4.67184 0.0 -0.1 0.0
H -2.65673 -0.05856 -4.58410 0.0 0.1 -0.1
H -0.80147 -0.46145 -2.80981 0.0 0.0 0.0
H 0.04412 1.15790 -0.55994 0.0 0.0 -0.1
```
Forces are in eV/Å.

Here are the Löwdin charges for atoms 1 to 4, given in e:
1. Re 1.41
2. O 0.27
3. C -0.29
4. O 0.07